i.
Density functional theory data (the ωB97M-V functional and the def2-TZVPD basis) for a 2-piece molecular cluster, C5H13NO2 overall.

Atoms and positions in Å:
H  1.33680  0.86060  -3.12847
H  -1.28645  1.69430  0.64096
H  -1.59397  -1.68728  1.33321
C  0.61366  0.91390  -0.94411
H  -1.79797  0.19012  1.19670
C  -0.85967  0.73376  0.99146
C  -1.63919  -1.99118  0.27798
H  1.17921  2.02902  1.90991
N  0.00815  0.11734  -0.01445
H  -2.63152  -1.65238  -0.04832
O  1.60585  1.87626  2.76618
H  0.37667  -1.90541  -0.43311
O  0.76180  2.09356  -0.64840
C  -0.50296  -1.22062  -0.44312
H  -0.76880  -1.19135  -1.50045
H  2.40096  0.28509  -1.89619
C  1.35586  0.35152  -2.14988
H  -1.65973  -3.05460  0.22627
H  -0.26530  0.88315  1.86230
H  1.01872  -0.59710  -2.51686
H  2.34788  1.27129  2.51838

Its SMILES is CCN(C)C(C)=O.O. The total charge is 0. The HOMO energy comes out at -9.45 eV.

***

ii.
Density functional theory data (the ωB97M-V functional and the def2-TZVPD basis) for a 2-piece molecular cluster, C5H13NO2 overall.

Atoms and positions in Å:
H  -1.10772  0.52306  2.78599
H  0.62281  -1.56828  -1.64878
H  1.90313  -1.71682  -0.53465
C  -1.19299  0.42161  1.67327
H  -3.19243  0.92616  1.19860
H  -2.14316  2.12470  0.98233
C  1.29017  0.33725  -0.70078
O  2.22420  1.35065  -2.84481
H  -0.70998  -1.65891  1.82836
H  -0.19811  0.60548  1.32394
C  -1.45648  -1.05130  1.26395
H  0.41998  1.07254  -0.89313
H  -2.35120  -1.34814  1.81635
H  0.18736  -1.48202  -0.01741
O  3.24347  -0.33461  -1.80286
N  -2.24260  1.11904  0.90945
C  2.29331  0.40033  -1.90267
H  1.92474  0.85609  0.02191
H  1.28151  1.55835  -2.97482
C  0.95402  -1.14569  -0.69562
H  -1.75003  -0.98947  0.21139

Its SMILES is CCC(=O)O.CCN. The total charge is 0. The HOMO energy comes out at -9.74 eV.

***

Of them, ii has the lowest stability.